The following is a DFT calculation (ωB97M-V with the def2-TZVPD basis set) of one molecule with the formula C6H9N.

Each line ends with the Löwdin charge.
Positions of all 16 atoms, in Å:
1 C 0.1990 1.3046 1.7199  -0.07
2 C 0.8880 1.0865 0.3905  -0.33
3 C 1.7013 -0.0414 0.3227  -0.08
4 C 1.0092 -1.0231 -0.4111  -0.05
5 C -0.1829 -0.4590 -0.8399  -0.33
6 C -1.3549 -1.0654 -1.5258  -0.03
7 N -0.1467 0.8555 -0.5102  0.05
8 H -0.4416 0.3840 1.7102  0.09
9 H 0.8592 1.2768 2.5898  0.08
10 H -0.4837 2.1618 1.7599  0.07
11 H 2.6000 -0.1908 0.9130  0.10
12 H 1.2918 -2.0580 -0.5406  0.10
13 H -1.2177 -1.0645 -2.6070  0.08
14 H -1.4823 -2.0957 -1.1822  0.08
15 H -2.2803 -0.5270 -1.2864  0.08
16 H -0.9583 1.4557 -0.5029  0.15

Results
* SMILES: Cc1ccc(C)[nH]1
* electronic energy: -7856.470 eV
* 2S+1: 1
* Kohn-Sham gap: 8.5 eV
* energy above the lowest of the compared OMol25 structures with the same formula, charge and spin: 39.0 kcal per mole